Molecular formula: C6H12O
Method: DFT, ωB97M-V with the def2-TZVPD basis set

Geometry as XYZ:
```
19
Properties=species:S:1:pos:R:3:mulliken_charge:R:1
C -1.008 1.903 -0.034 -1.3950
C -0.882 0.510 -0.368 0.8694
O -1.911 -0.333 -0.254 -0.3743
C 0.190 -0.002 -1.285 -0.7939
C 0.800 -1.294 -0.746 -0.7018
C 1.351 -0.971 0.648 -0.2601
C 0.287 -0.217 1.431 -1.3898
H -1.954 2.223 0.399 0.3052
H -0.489 2.611 -0.673 0.2630
H -0.273 1.139 0.850 0.4878
H -2.650 0.130 0.168 0.3752
H -0.286 -0.134 -2.265 0.3378
H 0.959 0.772 -1.384 0.3178
H 0.019 -2.060 -0.683 0.3034
H 1.571 -1.668 -1.429 0.3677
H 2.241 -0.337 0.525 0.2649
H 1.695 -1.894 1.139 0.3000
H 0.727 0.373 2.251 0.4423
H -0.468 -0.885 1.861 0.2803
```

Summary:
- total charge = 0
- LUMO level (eV) = 0.788
- M (Da) = 100.2
- spin multiplicity = 1
- relative energy (zero: lowest compared OMol25 entry of this formula, charge and spin) (kcal/mol) = 105.2


Molecular formula: C6H12O
Method: DFT, ωB97M-V with the def2-TZVPD basis set

Geometry as XYZ:
```
19
Properties=species:S:1:pos:R:3:mulliken_charge:R:1
C -0.325 -0.723 2.449 -1.1133
C 0.568 -0.448 1.239 -0.7602
C 0.056 -0.510 -0.249 0.1926
C 0.649 0.576 -1.095 -0.2586
C -0.807 0.391 -1.300 -0.3571
O -0.638 0.043 -2.676 -0.4300
C 0.793 0.100 -2.526 -0.5251
H -1.038 0.089 2.615 0.3139
H -0.876 -1.661 2.351 0.2626
H 0.289 -0.797 3.358 0.3522
H 1.384 -1.194 1.269 0.3403
H 1.088 0.504 1.417 0.3041
H -1.487 1.267 0.878 -0.3310
H 0.087 -1.534 -0.608 0.3587
H 1.160 1.406 -0.626 0.3697
H -1.590 1.858 0.443 0.3184
H -1.798 0.761 -1.111 0.4408
H 1.182 -0.917 -2.628 0.2416
H 1.303 0.790 -3.200 0.2804
```

Summary:
- total charge = 0
- LUMO level (eV) = 1.169
- M (Da) = 100.2
- spin multiplicity = 1
- relative energy (zero: lowest compared OMol25 entry of this formula, charge and spin) (kcal/mol) = 108.3


Molecular formula: C6H12O
Method: DFT, ωB97M-V with the def2-TZVPD basis set

Geometry as XYZ:
```
19
Properties=species:S:1:pos:R:3:mulliken_charge:R:1
C -1.114 -0.917 0.487 -1.0445
C -1.433 -1.071 -0.799 0.9897
C -0.633 -1.863 -1.788 -1.1401
O -2.550 -0.540 -1.382 -0.5158
H -0.191 -1.315 0.890 0.2366
H -1.761 -0.388 1.183 0.2482
H 0.301 -2.217 -1.342 0.2980
H -0.410 -1.263 -2.676 0.2966
H -1.209 -2.733 -2.120 0.3136
H -3.015 -0.007 -0.721 0.3144
C 1.969 0.454 1.761 -0.8306
C 1.113 1.416 1.429 0.1553
C 1.001 2.032 0.066 -0.9334
H 2.671 0.045 1.037 0.2352
H 1.990 0.024 2.759 0.2808
H 0.418 1.789 2.182 0.3024
H 1.766 1.638 -0.611 0.2837
H 1.108 3.122 0.112 0.3231
H 0.019 1.816 -0.375 0.1871
```

Summary:
- SMILES = C=C(C)O.C=CC
- total charge = 0
- LUMO level (eV) = 0.891
- M (Da) = 100.2
- spin multiplicity = 1
- relative energy (zero: lowest compared OMol25 entry of this formula, charge and spin) (kcal/mol) = 36.5


Molecular formula: C6H12O
Method: DFT, ωB97M-V with the def2-TZVPD basis set

Geometry as XYZ:
```
19
Properties=species:S:1:pos:R:3:mulliken_charge:R:1
C 1.931 -0.537 -0.157 -1.5483
C 0.687 -0.845 0.588 0.6003
O 0.813 -1.077 1.906 -0.5112
C -0.257 1.377 -1.311 -0.9414
C -1.011 1.328 -0.031 -0.2557
C -1.713 -0.035 0.233 -0.7503
C -0.644 -1.148 0.046 -0.6807
H 2.208 0.533 -0.106 0.2784
H 1.780 -0.753 -1.219 0.3483
H 2.778 -1.120 0.246 0.5138
H 1.736 -0.979 2.181 0.3164
H 0.830 1.390 -1.324 0.2416
H -0.759 1.867 -2.154 0.2980
H -0.309 1.435 0.824 0.2550
H -1.801 2.099 0.050 0.4109
H -2.510 -0.221 -0.502 0.3466
H -2.161 -0.072 1.238 0.3452
H -0.516 -1.262 -1.041 0.3137
H -1.013 -2.064 0.536 0.4195
```

Summary:
- total charge = 0
- LUMO level (spin up / spin down) (eV) = 0.825 / 0.416
- M (Da) = 100.2
- spin multiplicity = 1
- relative energy (zero: lowest compared OMol25 entry of this formula, charge and spin) (kcal/mol) = 90.4